(1)
This record from OMol25 describes 2 unconnected molecules or ions with the total composition C3H9NO2 in a non-equilibrium geometry. The level of theory is ωB97M-V/def2-TZVPD.

The geometry in ORCA input format:
```
! RIJCOSX wB97M-V def2-TZVPD def2/J DEFGRID3
* xyz 0 1
C 1.944 -2.346 1.490
C 1.291 -1.267 1.866
O 0.106 -0.940 1.242
H 2.888 -2.558 1.978
H 1.604 -3.071 0.759
H 1.593 -0.542 2.611
H -0.365 -0.258 1.737
N -1.342 1.055 -2.416
C -1.288 1.925 -1.274
O -0.443 1.495 -0.219
H -0.426 0.794 -2.780
H -1.894 0.229 -2.244
H -0.944 2.917 -1.589
H -2.308 2.046 -0.929
H -0.414 0.521 -0.235
*
```

Properties
- Energy above the lowest of the compared OMol25 structures with the same formula, charge and spin: 48.12 kcal/mol
- Frontier orbital gap: 0.3726 Eh
- SMILES string: C=CO.NCO

(2)
This record from OMol25 describes a single C2H6N2O molecule in a non-equilibrium geometry. The level of theory is ωB97M-V/def2-TZVPD.

The geometry in ORCA input format:
```
! RIJCOSX wB97M-V def2-TZVPD def2/J DEFGRID3
* xyz 0 1
C 0.918 0.987 -0.016
C 0.820 -0.586 -0.046
H 1.003 1.238 1.044
H 1.773 1.488 -0.681
H -0.162 1.332 -0.267
H -0.697 -1.969 -0.530
H -1.770 0.051 0.949
H -1.789 0.217 -0.687
N -0.402 -1.161 -0.037
N -1.621 -0.385 0.129
O 1.928 -1.212 0.142
*
```

Properties
- Energy above the lowest of the compared OMol25 structures with the same formula, charge and spin: 60.78 kcal/mol
- Frontier orbital gap: 0.3760 Eh
- SMILES string: CC(=O)NN

(3)
This record from OMol25 describes a molecular structure, C2HBr2Cl3S in a non-equilibrium geometry. The level of theory is ωB97M-V/def2-TZVPD.

The geometry in ORCA input format:
```
! RIJCOSX wB97M-V def2-TZVPD def2/J DEFGRID3
* xyz 0 1
C 0.104 0.330 0.736
C 2.746 -0.772 -0.274
S 0.012 -0.407 2.206
Cl 3.190 -2.273 0.420
Cl 2.539 -0.702 -2.022
Cl -1.248 -1.972 2.017
Br 0.967 1.977 0.694
Br 4.005 0.620 0.231
H -0.449 0.071 -0.284
*
```

Properties
- Energy above the lowest of the compared OMol25 structures with the same formula, charge and spin: 73.21 kcal/mol
- Frontier orbital gap (spin up / spin down): 0.3108 / 0.2258 Eh

(4)
This record from OMol25 describes a molecular structure, C29H29Br6ClF9NaO27 in a non-equilibrium geometry. The level of theory is ωB97M-V/def2-TZVPD.

The geometry in ORCA input format:
```
! RIJCOSX wB97M-V def2-TZVPD def2/J DEFGRID3
* xyz 0 1
Na 0.000 0.907 -0.146
Cl -0.167 -1.522 0.630
C -3.378 -0.768 1.005
C -4.640 -0.056 1.463
O -5.242 -1.090 2.310
C -4.807 -2.358 1.984
O -5.321 -3.401 2.352
O -3.705 -2.199 1.226
F -5.316 0.082 0.307
H -2.572 -0.556 1.709
H -3.234 -0.623 -0.060
H -4.648 0.838 2.076
C 3.926 1.090 -4.387
C 4.541 1.052 -3.042
O 3.444 0.787 -2.246
C 2.290 1.233 -2.863
O 1.209 1.273 -2.339
O 2.543 1.335 -4.234
F 5.043 2.267 -2.756
H 3.970 0.072 -4.814
H 4.418 1.882 -4.975
H 5.187 0.210 -2.850
C -2.358 -5.538 1.680
C -1.788 -5.156 3.047
O -0.601 -4.583 2.740
C -0.139 -4.959 1.534
O 0.989 -4.759 1.171
O -1.146 -5.491 0.861
F -1.422 -6.286 3.879
H -3.143 -4.821 1.302
H -2.677 -6.598 1.643
H -2.450 -4.528 3.654
C 2.781 4.890 -1.278
C 1.936 6.098 -1.709
O 0.662 5.617 -1.797
C 0.693 4.264 -1.636
O -0.314 3.648 -1.644
O 1.888 3.790 -1.459
F 2.425 6.418 -2.944
H 3.134 4.941 -0.251
H 3.578 4.687 -1.945
H 1.925 6.990 -1.106
C -2.320 1.285 -2.877
C -3.546 2.241 -2.904
O -3.326 2.936 -1.693
C -2.786 2.055 -0.843
O -2.586 2.285 0.304
O -2.338 0.976 -1.497
F -4.684 1.441 -2.779
H -1.438 1.861 -3.126
H -2.597 0.343 -3.384
H -3.709 2.856 -3.767
C 3.463 1.207 2.879
C 3.580 1.610 1.348
O 3.530 2.972 1.397
C 2.977 3.401 2.617
O 2.548 4.505 2.687
O 3.104 2.464 3.558
F 2.423 1.223 0.674
H 4.421 0.747 3.250
H 2.666 0.411 2.967
H 4.461 1.316 0.793
C 3.965 -3.675 1.036
C 3.130 -2.463 1.367
O 3.532 -1.519 0.414
C 4.734 -1.897 -0.088
O 5.418 -1.102 -0.685
O 5.124 -3.065 0.376
F 3.598 -1.971 2.543
H 3.473 -4.395 0.438
H 4.277 -4.212 1.987
H 2.034 -2.569 1.266
C -2.530 4.337 2.637
C -2.349 5.223 1.471
O -1.110 4.844 0.978
C -0.474 3.959 1.800
O 0.570 3.460 1.527
O -1.256 3.695 2.844
F -2.370 6.521 1.899
H -3.273 3.488 2.550
H -2.733 4.995 3.525
H -3.015 5.218 0.589
C -2.059 -3.506 -1.506
C -2.505 -4.404 -2.614
O -3.076 -3.554 -3.564
C -3.120 -2.302 -3.129
O -3.715 -1.411 -3.607
O -2.300 -2.201 -2.023
F -3.549 -5.219 -2.210
H -1.023 -3.695 -1.138
H -2.710 -3.636 -0.631
H -1.694 -5.020 -2.991
C 1.339 -3.035 -2.684
Br 3.248 -2.525 -2.900
Br 1.100 -4.901 -2.276
Br 0.359 -2.367 -4.211
H 0.958 -2.501 -1.757
C -0.595 -1.183 4.518
Br 0.455 -2.374 5.632
Br -0.516 0.712 4.924
Br -2.468 -1.653 4.505
H -0.232 -1.310 3.489
*
```

Properties
- Frontier orbital gap: 0.3352 Eh

(5)
This record from OMol25 describes a molecular structure, C20H31ClHfN4 in a non-equilibrium geometry. The level of theory is ωB97M-V/def2-TZVPD.

The geometry in ORCA input format:
```
! RIJCOSX wB97M-V def2-TZVPD def2/J DEFGRID3
* xyz 2 1
C -0.040 0.104 -6.113
C 1.331 0.660 -6.525
C -0.264 -1.230 -6.839
C -1.129 1.091 -6.555
Cl -0.103 -0.127 -4.277
H -0.212 -1.023 -7.919
H -1.249 -1.655 -6.619
H 0.511 -1.964 -6.593
H 1.321 0.790 -7.618
H 2.140 -0.033 -6.267
H 1.528 1.633 -6.062
H -1.047 1.208 -7.646
H -0.996 2.075 -6.091
H -2.132 0.715 -6.324
C 1.489 -2.051 1.254
C 0.522 -2.747 0.449
C 0.614 -2.214 -0.886
H -0.017 -3.628 0.783
C 1.552 -1.114 -0.889
C 2.163 -1.089 0.405
H 3.051 -0.529 0.701
H 1.791 -2.342 2.257
H 0.192 -2.676 -1.775
H 1.834 -0.503 -1.742
C -2.495 0.431 0.661
C -2.437 -0.773 1.456
C -2.132 -1.864 0.582
H -2.765 -0.873 2.495
C -2.008 -1.327 -0.746
C -2.125 0.109 -0.680
H -2.071 0.807 -1.519
H -2.861 1.394 1.030
H -2.191 -2.914 0.879
H -2.018 -1.914 -1.665
Hf -0.217 -0.530 0.546
C -0.676 1.623 2.842
N 0.177 0.377 2.633
C -0.068 -0.534 3.802
N 0.210 0.114 5.093
C -0.652 1.318 5.221
N -0.413 2.293 4.126
C 1.009 2.694 4.212
N 1.908 1.536 4.013
C 1.613 0.877 2.730
C 1.623 0.576 5.109
H -1.739 1.364 2.847
H -0.464 2.327 2.018
H 0.575 -1.419 3.714
H -1.117 -0.855 3.797
H -0.405 1.824 6.167
H -1.706 1.009 5.213
H 1.222 3.463 3.450
H 1.180 3.072 5.233
H 2.318 0.042 2.648
H 1.784 1.595 1.909
H 1.805 1.101 6.059
H 2.287 -0.295 5.016
*
```

Properties
- Energy above the lowest of the compared OMol25 structures with the same formula, charge and spin: 2.82 kcal/mol
- Frontier orbital gap: 0.2478 Eh

(6)
This record from OMol25 describes a molecular structure, C12H23MnN3O5. The level of theory is ωB97M-V/def2-TZVPD.

The geometry in ORCA input format:
```
! RIJCOSX wB97M-V def2-TZVPD def2/J DEFGRID3
* xyz 4 4
Mn -1.444 0.679 0.428
C -0.698 -1.331 2.249
C 0.626 -0.702 1.886
O 0.241 0.619 1.339
C 1.290 1.518 0.806
C 0.508 2.701 0.288
O -0.639 2.153 -0.494
C -0.326 1.884 -1.940
C -1.182 0.714 -2.344
O -1.060 -0.224 -1.192
C -1.836 -1.494 -1.273
C -1.535 -2.176 0.034
O -1.616 -1.111 1.094
H -1.182 -0.852 3.097
H -0.624 -2.404 2.433
H 1.182 -1.238 1.116
H 1.257 -0.549 2.763
H 1.843 0.975 0.037
H 1.961 1.798 1.620
H 1.093 3.350 -0.365
H 0.058 3.297 1.079
H 0.737 1.655 -2.003
H -0.562 2.790 -2.498
H -0.789 0.210 -3.230
H -2.237 0.954 -2.477
H -1.456 -2.064 -2.124
H -2.886 -1.242 -1.418
H -0.525 -2.582 0.061
H -2.268 -2.942 0.287
C -5.349 3.311 3.607
N -4.431 2.613 2.675
C -4.866 2.094 1.378
C -3.579 1.522 0.921
O -3.208 0.903 -0.153
N -2.602 1.669 1.793
C -3.162 2.351 2.905
N -2.485 2.650 3.984
H -6.218 3.645 3.044
H -4.854 4.190 4.018
H -5.668 2.633 4.399
H -5.231 2.883 0.709
H -5.651 1.332 1.465
H -1.501 2.453 4.077
H -2.929 3.114 4.770
*
```

Properties
- Frontier orbital gap (spin up / spin down): 0.2148 / 0.2376 Eh
- ⟨S²⟩: 3.838

(7)
This record from OMol25 describes 2 unconnected molecules or ions with the total composition C7H13NO2 in a non-equilibrium geometry. The level of theory is ωB97M-V/def2-TZVPD.

The geometry in ORCA input format:
```
! RIJCOSX wB97M-V def2-TZVPD def2/J DEFGRID3
* xyz 0 1
C 0.928 0.001 0.641
C -0.221 0.759 0.029
C -0.184 -0.749 -0.053
C -1.166 1.467 0.979
C 0.038 1.605 -1.201
C 0.116 -1.445 -1.366
C -1.074 -1.612 0.818
N 2.296 0.019 0.313
O 2.579 0.157 -0.867
O 3.109 -0.110 1.201
H 0.823 -0.129 2.368
H -0.814 2.484 1.144
H -1.222 0.972 1.943
H -2.162 1.514 0.545
H 0.747 1.149 -1.881
H 0.435 2.574 -0.900
H -0.903 1.768 -1.723
H 0.952 -0.997 -1.893
H -0.762 -1.409 -2.006
H 0.357 -2.488 -1.172
H -0.527 -2.513 1.096
H -1.959 -1.903 0.257
H -1.385 -1.113 1.726
*
```

Properties
- Energy above the lowest of the compared OMol25 structures with the same formula, charge and spin: 158.22 kcal/mol
- Frontier orbital gap: 0.3766 Eh

(8)
This record from OMol25 describes a molecular structure, C30H26AsBBr2F7N4O4Ti. The level of theory is ωB97M-V/def2-TZVPD.

The geometry in ORCA input format:
```
! RIJCOSX wB97M-V def2-TZVPD def2/J DEFGRID3
* xyz -1 1
Ti -0.160 0.736 0.383
Br 2.155 4.076 1.369
C 0.351 4.211 1.923
C -0.036 5.257 2.751
C -1.370 5.324 3.116
C -2.252 4.360 2.652
C -1.744 3.358 1.842
N -0.467 3.289 1.486
C -2.623 2.227 1.354
O -3.815 2.228 1.558
O -1.965 1.263 0.772
H 0.687 5.985 3.089
H -1.713 6.123 3.760
H -3.303 4.357 2.900
Br -2.251 -0.660 7.880
C -1.163 -0.335 6.364
C 0.182 -0.670 6.415
C 0.974 -0.435 5.306
C 0.429 0.133 4.159
C -0.921 0.465 4.132
C -1.729 0.229 5.233
C 1.326 0.341 2.975
O 2.488 0.029 2.961
O 0.726 0.947 1.949
H 0.597 -1.114 7.308
H 2.023 -0.695 5.309
H -1.356 0.892 3.237
H -2.783 0.465 5.205
F -0.812 4.373 -1.162
B -0.850 3.174 -1.818
F 0.004 2.202 -0.977
F -0.235 3.198 -3.040
F -2.102 2.614 -1.852
N -3.687 -3.318 3.412
C -2.652 -2.980 3.027
N -1.433 -2.666 2.667
C -1.032 -1.854 1.805
N -0.522 -1.158 1.004
F 6.765 -2.190 -5.638
C 6.662 -2.689 -4.391
F 6.511 -4.028 -4.524
F 7.863 -2.508 -3.800
C 5.546 -2.071 -3.604
C 5.400 -2.425 -2.266
C 4.374 -1.887 -1.518
C 3.474 -0.986 -2.098
C 3.633 -0.637 -3.440
C 4.664 -1.177 -4.190
C 2.400 -0.440 -1.334
C 1.484 0.024 -0.684
H 6.096 -3.119 -1.813
H 4.252 -2.150 -0.476
H 2.944 0.069 -3.883
H 4.782 -0.901 -5.228
C -4.091 -0.899 -0.120
C -3.078 -1.708 -0.914
As -1.556 -0.693 -1.624
C -0.449 -2.187 -2.243
C -1.177 -3.298 -2.986
C -2.322 -0.086 -3.320
C -1.266 0.422 -4.292
H -4.886 -1.549 0.249
H -4.547 -0.117 -0.731
H -3.636 -0.401 0.734
H -3.552 -2.174 -1.783
H -2.660 -2.515 -0.306
H 0.059 -2.564 -1.354
H 0.327 -1.747 -2.870
H -1.894 -3.813 -2.347
H -0.464 -4.042 -3.345
H -1.718 -2.921 -3.857
H -3.032 0.705 -3.073
H -2.880 -0.928 -3.739
H -0.652 1.201 -3.843
H -1.733 0.846 -5.183
H -0.608 -0.387 -4.618
*
```

Properties
- Energy above the lowest of the compared OMol25 structures with the same formula, charge and spin: 11.62 kcal/mol
- Frontier orbital gap: 0.2846 Eh

(9)
This record from OMol25 describes 10 unconnected molecules or ions with the total composition C46H65BIN9O4Si in a non-equilibrium geometry. The level of theory is ωB97M-V/def2-TZVPD.

The geometry in ORCA input format:
```
! RIJCOSX wB97M-V def2-TZVPD def2/J DEFGRID3
* xyz 0 1
C -1.819 1.619 2.052
B -0.247 1.530 2.099
O 0.330 0.831 3.131
C 0.742 2.211 1.042
C 0.028 3.217 0.155
I 1.432 4.705 -0.600
O -0.575 2.480 -0.867
C -0.159 1.146 -0.750
O -0.859 0.218 -1.095
C 1.184 1.232 -0.072
C 1.928 -0.023 0.317
C 3.177 -0.262 -0.541
O 3.102 0.313 -1.845
Si 2.325 -0.511 -3.085
C 1.335 -1.994 -2.514
C 1.119 0.713 -3.878
C 3.541 -1.075 -4.405
H -2.183 2.508 1.544
H -2.243 0.734 1.578
H -2.242 1.640 3.058
H -0.267 0.897 3.876
H 1.550 2.591 1.661
H -0.718 3.836 0.630
H 1.769 1.861 -0.745
H 2.279 0.111 1.339
H 1.287 -0.901 0.343
H 3.395 -1.326 -0.620
H 4.044 0.184 -0.061
H 0.504 -1.697 -1.881
H 0.920 -2.480 -3.394
H 1.943 -2.728 -1.988
H 1.467 1.023 -4.858
H 0.145 0.242 -3.969
H 1.032 1.608 -3.266
H 3.152 -2.008 -4.810
H 4.514 -1.313 -3.982
H 3.634 -0.346 -5.201
N 2.166 7.173 -3.188
C 1.562 7.565 -4.350
C 2.338 8.541 -4.917
C 3.456 8.743 -4.063
C 3.321 7.883 -3.006
H 1.814 6.469 -2.561
H 0.637 7.119 -4.672
H 2.128 9.053 -5.841
H 4.265 9.438 -4.209
H 3.945 7.716 -2.145
N 4.877 3.356 -0.338
C 5.182 3.839 0.904
C 6.448 3.420 1.218
C 6.923 2.655 0.118
C 5.931 2.637 -0.826
H 4.006 3.506 -0.815
H 4.476 4.437 1.455
H 6.974 3.636 2.133
H 7.882 2.172 0.030
H 5.884 2.174 -1.797
N -2.447 2.254 6.180
C -2.010 3.524 6.447
C -3.073 4.372 6.295
C -4.197 3.583 5.927
C -3.780 2.282 5.863
H -1.879 1.429 6.213
H -0.986 3.714 6.720
H -3.050 5.439 6.436
H -5.196 3.932 5.732
H -4.312 1.378 5.624
N 1.928 -6.782 -2.281
C 2.015 -6.139 -1.074
C 0.746 -5.811 -0.682
C -0.142 -6.275 -1.690
C 0.617 -6.872 -2.660
H 2.704 -7.133 -2.810
H 2.967 -5.968 -0.600
H 0.482 -5.293 0.224
H -1.214 -6.180 -1.700
H 0.338 -7.347 -3.584
N 10.559 0.366 -0.038
C 11.255 -0.077 -1.130
C 11.058 -1.427 -1.233
C 10.206 -1.814 -0.162
C 9.915 -0.686 0.555
H 10.526 1.316 0.279
H 11.827 0.603 -1.736
H 11.476 -2.067 -1.991
H 9.849 -2.807 0.055
H 9.307 -0.540 1.432
N 5.704 -6.991 -1.974
C 6.088 -7.435 -3.211
C 7.381 -7.039 -3.415
C 7.796 -6.331 -2.254
C 6.741 -6.320 -1.383
H 4.803 -7.137 -1.560
H 5.412 -7.992 -3.837
H 7.967 -7.234 -4.297
H 8.759 -5.883 -2.080
H 6.638 -5.895 -0.400
N -6.009 0.012 -0.462
C -5.648 -0.574 -1.646
C -4.367 -0.183 -1.932
C -3.936 0.668 -0.879
C -4.971 0.769 0.012
H -6.896 -0.093 -0.009
H -6.329 -1.214 -2.180
H -3.798 -0.474 -2.799
H -2.986 1.151 -0.791
H -5.060 1.310 0.939
N -9.169 -0.568 1.723
C -8.070 -0.656 2.538
C -8.420 -0.158 3.764
C -9.781 0.244 3.685
C -10.216 -0.025 2.416
H -9.208 -0.859 0.764
H -7.139 -1.064 2.180
H -7.774 -0.089 4.623
H -10.374 0.678 4.473
H -11.174 0.120 1.949
N -12.984 -3.341 3.453
C -12.562 -2.080 3.772
C -13.612 -1.225 3.567
C -14.710 -2.003 3.108
C -14.291 -3.305 3.050
H -12.419 -4.167 3.507
H -11.559 -1.900 4.114
H -13.596 -0.160 3.729
H -15.694 -1.647 2.851
H -14.808 -4.203 2.758
*
```

Properties
- Energy above the lowest of the compared OMol25 structures with the same formula, charge and spin: 0.00 kcal/mol
- Frontier orbital gap: 0.2991 Eh
- SMILES string: CB(O)[C@@H]1[C@@H](I)OC(=O)[C@@H]1CCO[Si](C)(C)C.c1cc[nH]c1.c1cc[nH]c1.c1cc[nH]c1.c1cc[nH]c1.c1cc[nH]c1.c1cc[nH]c1.c1cc[nH]c1.c1cc[nH]c1.c1cc[nH]c1

Record order is preserved below.
E: -324.89593; -264.49045; -7003.45537; -20119.56566; -1507.34442; -2160.81818; -479.54439; -10636.43270; -3197.65892 Eh